Record 1
# C5H10O2

A single C5H10O2 molecule at a distorted geometry (wB97M-V/def2-TZVPD, OMol25).

Output
HOMO energy: -9.869 eV
molecular weight: 102.133 g/mol
energy relative to the best compared isomer or geometry (same formula, charge and spin): 240.2 kJ/mol
structure (SMILES): C[C@@H](O)CCC=O
DFT total energy: -346.93396 a.u.

Structure (ORCA input):
```
! wB97M-V def2-TZVPD RIJCOSX def2/J DEFGRID3
* xyz 0 1
O 1.773 -1.479 1.302
O 0.147 1.276 -1.749
C -0.444 -1.367 0.345
C 1.056 -1.187 0.370
C -1.216 -0.280 -0.426
C 0.586 1.198 0.696
C -0.428 1.051 -0.467
H -0.781 -1.449 1.382
H -0.550 -2.352 -0.120
H 0.565 0.462 -2.055
H 1.345 1.924 0.416
H -1.444 -0.581 -1.458
H -2.197 -0.128 0.043
H 1.188 0.367 1.073
H 0.046 1.465 1.604
H -1.124 1.890 -0.362
H 1.479 -0.812 -0.592
*
```

These are the natural (NBO) partial charges, in e, on atoms 1 to 8: -0.56 -0.71 -0.52 0.44 -0.44 -0.67 0.10 0.23

Record 2
# C7H14NO

A 2-piece molecular cluster, C7H14NO overall at a distorted geometry (wB97M-V/def2-TZVPD, OMol25).

Output
HOMO energy: -14.243 eV
molecular weight: 128.195 g/mol
energy relative to the best compared isomer or geometry (same formula, charge and spin): 335.2 kJ/mol
DFT total energy: -404.76974 a.u.

Structure (ORCA input):
```
! wB97M-V def2-TZVPD RIJCOSX def2/J DEFGRID3
* xyz 1 1
O -2.423 0.541 0.459
N 0.052 0.369 -0.285
C 2.362 0.142 -0.086
C 3.372 -0.477 0.175
C 1.212 0.946 -0.405
C 1.337 2.444 -0.603
C -3.109 -0.699 0.722
C -3.877 -1.310 -0.466
C 4.469 -1.229 0.539
H -4.609 -2.105 -0.036
H -3.132 -1.460 -1.292
H 0.111 -0.624 -0.163
H -3.008 1.104 -0.203
H 5.387 -0.693 0.342
H 2.041 2.696 0.216
H -3.788 -0.531 1.591
H -2.315 -1.311 0.994
H -0.919 0.804 -0.036
H 4.400 -1.577 1.580
H -4.425 -0.394 -0.725
H 0.347 2.921 -0.711
H 2.044 2.638 -1.444
H 4.471 -2.196 -0.164
*
```

These are the natural (NBO) partial charges, in e, on atoms 1 to 8: -0.76 -0.64 -0.22 0.24 0.43 -0.68 -0.05 -0.64

Record 3
# C2H9N2S

A 2-piece molecular cluster, C2H9N2S overall (wB97M-V/def2-TZVPD, OMol25).

Output
HOMO energy: -13.390 eV
molecular weight: 93.175 g/mol
energy relative to the best compared isomer or geometry (same formula, charge and spin): 0.0 kJ/mol
DFT total energy: -589.06985 a.u.

Structure (ORCA input):
```
! wB97M-V def2-TZVPD RIJCOSX def2/J DEFGRID3
* xyz 1 1
S -0.458 -1.006 -1.689
N 0.136 -1.147 1.969
N 1.029 0.592 0.727
C -1.165 0.651 -1.875
C 0.778 -0.008 1.856
H 0.446 -0.923 -2.677
H 1.552 1.457 0.730
H -1.869 0.814 -1.061
H -1.723 0.733 -2.803
H 0.873 0.088 -0.164
H -0.416 1.437 -1.854
H 1.098 0.449 2.783
H -0.218 -1.643 1.163
H -0.062 -1.493 2.893
*
```

These are the natural (NBO) partial charges, in e, on atoms 1 to 8: -0.06 -0.71 -0.72 -0.74 0.40 0.16 0.44 0.24

Record 4
# C14H17BrF2O9S

A 3-piece molecular cluster, C14H17BrF2O9S overall at a distorted geometry (wB97M-V/def2-TZVPD, OMol25).

Output
HOMO energy: -9.249 eV
molecular weight: 479.248 g/mol
structure (SMILES): C=C[C@@]1([C@H](Br)CC)OC(=O)O[C@@H]1S.O=C1OC[C@@H](F)O1.O=C1OC[C@@H](F)O1
DFT total energy: -4392.65718 a.u.

Structure (ORCA input):
```
! wB97M-V def2-TZVPD RIJCOSX def2/J DEFGRID3
* xyz 0 1
Br 0.780 0.920 -1.774
S 3.202 -3.118 1.416
F -6.005 -3.160 -2.018
F -2.079 2.845 -0.219
O -0.204 4.761 1.911
O -3.156 -2.128 1.210
O 3.670 -0.157 -1.376
O -3.094 -1.667 -1.004
O -0.244 2.669 1.066
O 3.877 -2.471 -1.289
O -4.896 -2.696 -0.120
O 1.513 3.351 2.319
O 5.215 -1.291 -2.857
C 3.527 1.744 0.656
C -0.697 -0.503 0.685
C -5.265 -2.213 -1.395
C 1.405 -0.813 -0.999
C 0.253 -1.510 -0.126
C 4.358 -1.270 -1.964
C -3.950 -2.021 -2.081
C -3.667 -2.163 0.129
C -1.343 4.668 1.069
C 2.825 -0.660 -0.265
C 0.455 3.572 1.810
C 3.030 0.422 0.879
C -1.555 3.191 0.982
C 3.702 -1.955 0.067
H 3.319 -2.475 2.640
H 4.165 2.000 -0.263
H 2.814 0.144 1.970
H -0.093 0.156 1.403
H -3.582 -2.937 -2.552
H -1.420 -1.168 1.300
H -0.431 -2.066 -0.875
H 0.621 -2.300 0.609
H 3.301 2.601 1.371
H -1.117 5.120 0.099
H -3.983 -1.230 -2.832
H -5.853 -1.297 -1.285
H -2.168 2.776 1.787
H 4.729 -1.487 0.307
H 1.592 -1.507 -1.903
H -1.352 0.136 0.004
H -2.198 5.186 1.507
*
```

These are the natural (NBO) partial charges, in e, on atoms 1 to 8: 0.01 -0.03 -0.32 -0.33 -0.48 -0.56 -0.52 -0.48

Record 5
# C9H9N3O2

C9H9N3O2 as an isolated structure at a distorted geometry (wB97M-V/def2-TZVPD, OMol25).

Output
HOMO energy: -8.008 eV
molecular weight: 191.190 g/mol
energy relative to the best compared isomer or geometry (same formula, charge and spin): 410.3 kJ/mol
DFT total energy: -663.01297 a.u.

Structure (ORCA input):
```
! wB97M-V def2-TZVPD RIJCOSX def2/J DEFGRID3
* xyz 0 1
O -1.901 -1.738 -1.860
O 1.812 -0.317 0.220
N -0.582 1.564 2.344
N -0.887 0.223 -2.586
N 0.287 -1.064 -1.190
C 0.082 1.188 -2.377
C 0.726 1.378 2.158
C 1.009 1.194 -1.433
C 1.073 -0.092 -0.715
C 0.425 -0.918 1.820
C 1.255 0.143 1.902
C -0.926 -0.980 -1.916
C -1.385 0.457 2.249
C -0.896 -0.813 1.937
H -2.460 0.634 2.142
H 1.594 2.100 -1.028
H 0.222 -1.804 -0.494
H 1.398 2.251 2.148
H 0.924 -1.906 1.549
H -1.601 -1.632 1.783
H -0.085 2.040 -3.097
H -1.522 0.396 -3.454
H 2.338 -0.043 1.841
*
```

These are the natural (NBO) partial charges, in e, on atoms 1 to 8: -0.58 -0.59 -0.41 -0.61 -0.64 0.06 -0.04 -0.37

Record 6
# C3H8NP

A single C3H8NP molecule at a distorted geometry (wB97M-V/def2-TZVPD, OMol25).

Output
HOMO energy: -9.021 eV
molecular weight: 89.078 g/mol
energy relative to the best compared isomer or geometry (same formula, charge and spin): 120.8 kJ/mol
structure (SMILES): C/N=C(/C)P
DFT total energy: -515.13435 a.u.

Structure (ORCA input):
```
! wB97M-V def2-TZVPD RIJCOSX def2/J DEFGRID3
* xyz 0 1
P 0.877 1.447 0.520
N -1.020 -0.541 -0.014
C -1.995 0.511 -0.073
C 1.193 -1.432 0.064
C 0.264 -0.270 0.160
H 0.903 -2.095 0.801
H 0.930 2.150 -0.791
H 2.234 -1.126 0.387
H 2.209 0.951 0.346
H -3.038 0.098 0.325
H -1.551 1.310 0.398
H 1.143 -1.769 -1.015
H -2.148 0.766 -1.107
*
```

These are the natural (NBO) partial charges, in e, on atoms 1 to 8: 0.20 -0.41 -0.43 -0.66 0.02 0.23 0.01 0.21

Record 7
# C29H31Br63F7NO5P

C29H31Br63F7NO5P as an isolated structure at a distorted geometry (wB97M-V/def2-TZVPD, OMol25).

Output
HOMO energy: -11.006 eV
molecular weight: 5671.481 g/mol
DFT total energy: -164756.99711 a.u.

Structure (ORCA input):
```
! wB97M-V def2-TZVPD RIJCOSX def2/J DEFGRID3
* xyz 1 1
Br 0.130 -6.245 3.650
Br 1.759 -1.786 3.019
Br 1.855 5.567 -6.141
Br 5.301 -4.202 -2.479
Br 11.564 0.504 -7.279
Br -14.141 -6.973 -3.813
Br 12.144 2.083 2.113
Br -3.453 5.572 -4.810
Br 2.213 -2.479 -3.827
Br 10.480 4.170 -3.800
Br 3.470 1.984 3.432
Br 10.624 1.183 -2.597
Br 3.259 -6.152 2.885
Br 1.151 -7.539 0.881
Br 14.687 3.207 0.484
Br 1.712 8.553 -7.344
Br 12.495 -1.266 -4.753
Br 13.340 2.777 -3.280
Br 11.733 4.312 -0.178
Br -6.367 0.900 6.866
Br -10.014 -1.451 5.635
Br 7.081 -4.759 0.198
Br 10.201 -3.409 4.757
Br -14.626 -5.893 -0.816
Br 6.201 -0.791 -2.252
Br -16.076 -8.594 -1.810
Br -13.196 -3.609 -3.663
Br -2.945 5.469 9.856
Br 7.675 -1.722 -4.963
Br 10.944 -6.353 3.678
Br -13.296 -0.573 -4.738
Br 3.828 -5.533 -5.017
Br 6.754 -1.358 6.027
Br 13.288 -4.270 4.423
Br 2.312 2.898 -9.140
Br -0.349 -3.173 1.015
Br -5.700 4.035 6.535
Br 3.116 -2.114 -0.756
Br -3.238 3.538 -2.320
Br 9.039 0.599 0.772
Br 8.519 0.957 7.409
Br 6.193 -7.122 -3.511
Br -6.942 2.383 4.063
Br 9.842 -3.107 0.375
Br 4.571 7.160 -6.825
Br 5.200 0.338 -5.100
Br -5.488 4.345 11.485
Br -5.899 6.573 9.194
Br 5.171 1.506 -8.620
Br -1.370 -1.879 3.784
Br -11.493 1.407 5.454
Br 6.204 2.086 0.408
Br -10.461 -2.060 -4.373
Br 2.455 -0.088 -7.937
Br 0.718 1.595 5.064
Br 6.304 -0.951 1.482
Br 9.117 -4.750 -2.300
Br -10.953 0.052 8.327
Br 0.463 -0.641 -1.842
Br 9.042 -2.133 8.160
Br 11.633 -2.710 -7.502
Br 0.667 1.825 1.850
Br -0.823 3.746 -4.443
P -6.051 0.779 -0.078
F -8.849 4.461 -0.563
F -6.147 3.848 2.142
F -8.665 5.249 1.693
F -6.356 3.213 -1.500
F -8.050 2.455 1.628
F -6.867 5.750 0.191
F -4.674 3.135 0.195
O -5.030 0.331 -1.461
O -5.285 1.121 -3.426
O -5.303 0.283 1.422
O -11.125 0.269 1.148
O -10.502 -1.623 -0.345
N -5.842 0.428 -2.559
C 11.473 2.497 -3.752
C -2.732 0.173 0.888
C 7.725 -0.806 7.619
C -7.874 4.707 0.525
C 12.921 3.611 1.194
C 7.213 0.768 1.422
C 3.305 1.226 -9.092
C -5.813 2.309 5.645
C -15.391 -6.848 -2.328
C -10.145 -0.667 0.555
C -10.317 0.265 6.501
C -12.287 -1.890 -3.724
C -8.509 -0.637 0.901
C 1.563 2.365 3.490
C -4.711 5.873 10.565
C 5.489 -5.380 -4.016
C 2.705 6.881 -7.297
C -6.092 2.720 -0.116
C 0.092 -2.777 2.868
C 2.242 -1.292 -2.287
C 8.419 -3.747 -0.787
C -7.758 -0.018 -0.418
C -4.148 -0.600 1.199
C -2.745 3.876 -4.171
C 11.360 -1.181 -6.330
C 11.474 -4.483 3.752
C 1.592 -7.143 2.734
C 5.998 -1.161 -4.151
C -7.055 3.378 1.036
H -9.347 0.770 6.557
H 7.273 1.135 2.452
H -8.298 -0.077 1.907
H 10.323 -1.228 -5.981
H 2.690 6.471 -8.312
H -4.582 6.664 11.312
H -12.227 -1.524 -2.693
H 13.050 4.402 1.940
H 11.458 2.088 -4.768
H -8.206 -1.782 1.005
H 0.244 -3.737 3.373
H -16.246 -6.261 -2.678
H -2.293 0.703 1.862
H -4.403 -1.403 0.386
H -3.973 -1.202 2.215
H -2.775 0.914 -0.032
H 3.290 0.816 -10.108
H -3.207 3.089 -4.774
H -7.701 -0.892 -1.228
H 5.303 -2.003 -4.240
H 2.841 -0.419 -2.566
H 11.468 -4.108 2.724
H -10.681 1.174 1.289
H 7.916 -2.863 -1.193
H -1.933 -0.655 0.590
H 6.224 -4.920 -4.684
H -8.472 0.822 -0.867
H 6.993 -0.733 8.431
H -4.802 2.059 5.305
H 1.744 -8.103 3.238
H 1.457 3.452 3.569
*
```

These are the Mulliken partial charges, in e, on atoms 1 to 8: -0.04 0.06 0.05 0.18 -0.05 -0.05 -0.02 -0.03

Record 8
# C36H29F3GeMoN4O3S2

C36H29F3GeMoN4O3S2 as an isolated structure (wB97M-V/def2-TZVPD, OMol25).

Output
HOMO energy (alpha / beta): -13.890 / -13.758 eV
molecular weight: 855.331 g/mol
energy relative to the best compared isomer or geometry (same formula, charge and spin): 53.0 kJ/mol
<S²>: 2.03
DFT total energy: -5074.58268 a.u.

Structure (ORCA input):
```
! wB97M-V def2-TZVPD RIJCOSX def2/J DEFGRID3
* xyz 2 3
Mo -0.618 0.203 0.379
Ge -1.204 -0.829 -1.993
S 2.920 -2.229 2.479
S 1.251 -1.244 0.085
F -3.850 -3.131 1.564
F -2.092 -4.377 1.308
F -3.594 -4.289 -0.251
O -1.630 -1.646 0.886
O -0.360 2.004 -0.113
O -2.221 -2.274 -1.187
N -2.327 0.854 1.616
N 1.574 -0.125 2.545
N 0.664 0.784 2.043
N -6.008 2.797 4.977
C -0.823 5.362 2.240
C -2.968 -3.592 0.677
C 1.347 -1.119 -3.298
C -4.368 1.140 -3.873
C -0.239 4.247 2.789
C -4.146 2.335 2.047
C -3.382 0.834 3.755
C 5.971 -0.948 -0.443
C -2.778 0.578 -5.595
C -0.015 3.078 2.030
C 0.265 -1.822 -2.765
C 0.265 -3.214 -2.798
C -3.981 1.150 -5.208
C 1.852 -1.069 1.715
C -5.230 2.372 4.248
C 0.736 1.972 2.598
C -1.159 5.372 0.884
C -2.203 -2.392 0.069
C 3.507 -3.324 1.159
C 1.340 -3.896 -3.355
C 4.806 -1.631 -0.193
C -4.246 1.843 3.344
C -0.429 3.092 0.679
C 2.417 -1.803 -3.856
C 4.757 -2.560 0.869
C -3.180 1.809 1.216
C 7.093 -1.152 0.369
C 2.415 -3.192 -3.880
C -2.331 -0.019 -3.306
C -0.959 4.249 0.111
C 1.669 2.198 3.747
C -1.954 -0.015 -4.648
C -3.539 0.567 -2.923
C 5.894 -2.747 1.692
C 7.053 -2.055 1.433
C -2.438 0.371 2.862
H 7.930 -2.210 2.045
H -4.811 3.108 1.689
H 2.679 1.910 3.459
H 3.245 -1.254 -4.286
H -1.223 4.227 -0.939
H 8.005 -0.607 0.167
H -1.029 -0.485 -4.959
H -1.750 -0.415 3.143
H 3.245 -3.726 -4.324
H -3.443 0.418 4.750
H 1.361 -0.033 -3.283
H 0.032 4.262 3.835
H -5.314 1.574 -3.580
H 3.676 -4.298 1.610
H -3.072 2.159 0.198
H -3.848 0.562 -1.881
H -0.573 -3.776 -2.406
H -4.625 1.602 -5.950
H 6.029 -0.259 -1.275
H 2.797 -3.389 0.340
H 1.331 -4.977 -3.390
H -2.485 0.585 -6.636
H -1.002 6.235 2.852
H 1.394 1.555 4.585
H -1.966 0.176 -0.677
H 1.686 3.232 4.063
H 3.938 -1.497 -0.826
H -1.585 6.260 0.438
H 5.850 -3.455 2.511
*
```

These are the Mulliken partial charges, in e, on atoms 1 to 8: -1.03 2.02 0.11 0.22 -0.22 -0.23 -0.22 -0.36